Record 1
This record from the OMol25 dataset describes a molecular structure, C21H45N2P3RuS2 at a distorted geometry. The level of theory is the ωB97M-V functional and the def2-TZVPD basis.

```
74
Properties=species:S:1:pos:R:3
Ru 0.146 -0.240 -0.730
P -1.443 -0.221 -2.283
P 0.166 -2.432 -0.473
P 1.925 -0.235 -2.020
H 2.566 5.892 2.362
C 2.778 5.917 1.275
C 1.896 6.016 0.261
H 0.875 5.956 0.589
C -3.111 -0.013 -1.610
C -1.573 -1.683 -3.382
C -1.252 1.165 -3.471
C 1.120 -2.792 1.049
C -1.459 -3.231 -0.243
C 0.951 -3.621 -1.651
C 2.620 1.381 -2.496
C 1.820 -0.992 -3.696
C 3.390 -1.079 -1.313
H 3.865 5.927 1.099
H 2.137 6.301 -0.756
H -3.046 0.604 -0.703
H -3.572 -0.975 -1.358
H -3.746 0.502 -2.341
H -1.938 -2.568 -2.853
H -0.607 -1.939 -3.827
H -2.259 -1.479 -4.212
H -1.451 2.092 -2.912
H -1.979 1.040 -4.289
H -0.222 1.166 -3.864
H 1.407 -3.851 1.107
H 0.551 -2.541 1.952
H 2.017 -2.159 1.051
H -1.634 -4.003 -1.002
H -2.266 -2.493 -0.320
H -1.554 -3.737 0.726
H 0.992 -4.633 -1.217
H 1.976 -3.328 -1.908
H 0.362 -3.698 -2.575
H 3.513 1.213 -3.116
H 2.894 1.951 -1.600
H 1.892 1.968 -3.070
H 2.774 -0.812 -4.215
H 1.018 -0.544 -4.297
H 1.661 -2.075 -3.648
H 4.269 -0.757 -1.894
H 3.274 -2.169 -1.353
H 3.495 -0.767 -0.267
C 0.827 3.065 0.929
C 1.953 2.356 1.307
C 2.522 2.513 2.574
C 1.921 3.430 3.459
C 0.679 4.036 3.151
C 0.106 3.846 1.903
S 0.431 3.289 -0.793
H 1.217 4.442 -1.059
H 2.419 1.728 0.555
H 3.429 1.958 2.807
H 2.414 3.665 4.400
H 0.243 4.716 3.913
H -0.802 4.374 1.614
S -1.232 0.297 1.302
C -2.075 -0.984 2.187
N -3.363 -1.277 1.882
C -4.034 -2.481 2.415
C -3.608 -2.793 3.840
C -2.094 -2.707 3.977
N -1.516 -1.554 3.271
H -3.671 -0.848 1.017
H -3.802 -3.330 1.759
H -5.101 -2.274 2.353
H -3.972 -3.799 4.111
H -4.097 -2.078 4.511
H -1.662 -3.645 3.606
H -1.826 -2.668 5.035
H -0.544 -1.303 3.467
```

Summary:
ΔE to the lowest compared entry with this formula, charge and spin	117.6	kJ/mol
total charge	+3
orbital gap (spin up / spin down)	6.03 / 3.65	eV
2S+1	6

=====

Record 2
This record from the OMol25 dataset describes 6 unconnected molecules or ions with the total composition C21H45N3O12 at a distorted geometry. The level of theory is the ωB97M-V functional and the def2-TZVPD basis.

```
81
Properties=species:S:1:pos:R:3
C 0.751 1.441 -3.084
C 1.760 1.858 -2.046
O 1.801 3.260 -1.854
C 2.836 3.948 -2.047
O 3.893 3.505 -2.468
O 2.690 5.182 -1.610
C 3.751 6.158 -1.706
H 1.152 1.617 -4.083
H -0.212 1.949 -3.041
H 0.535 0.380 -2.963
H 2.778 1.485 -2.161
H 1.317 1.567 -1.094
H 3.182 7.082 -1.610
H 4.298 6.034 -2.641
H 4.539 6.232 -0.957
C -3.100 -0.565 0.108
C -2.476 0.217 1.213
O -1.376 -0.522 1.744
C -0.214 -0.604 1.104
O -0.052 -0.289 -0.097
O 0.678 -1.164 1.976
C 1.865 -1.677 1.325
H -4.110 -0.251 -0.156
H -3.124 -1.636 0.311
H -2.512 -0.425 -0.799
H -3.285 0.260 1.942
H -2.239 1.259 0.994
H 2.154 -2.487 1.994
H 2.746 -1.047 1.197
H 1.668 -2.154 0.365
C 2.348 -2.093 -3.833
C 3.759 -2.576 -3.561
O 4.575 -1.458 -3.354
C 4.574 -0.757 -2.221
O 4.078 -1.078 -1.122
O 5.317 0.333 -2.361
C 5.287 1.154 -1.225
H 1.693 -2.961 -3.903
H 2.403 -1.585 -4.796
H 1.981 -1.386 -3.088
H 4.107 -3.229 -4.362
H 3.938 -3.183 -2.674
H 5.878 2.062 -1.350
H 5.921 0.706 -0.461
H 4.354 1.435 -0.738
C -3.992 2.426 -0.927
N -5.140 2.946 -1.708
C -4.823 3.746 -2.855
C -6.358 2.540 -1.379
O -7.409 2.831 -1.986
H -3.603 3.328 -0.455
H -3.231 1.941 -1.540
H -4.367 1.723 -0.184
H -5.589 3.734 -3.630
H -4.632 4.789 -2.601
H -3.941 3.317 -3.330
H -6.380 1.908 -0.477
C -2.353 -5.287 1.534
N -1.138 -4.715 0.983
C -1.345 -4.169 -0.284
C 0.013 -4.960 1.571
O 1.018 -4.354 1.211
H -3.285 -4.725 1.477
H -2.272 -5.614 2.570
H -2.618 -6.241 1.076
H -1.479 -4.968 -1.015
H -2.189 -3.481 -0.254
H -0.557 -3.571 -0.741
H -0.113 -5.684 2.391
C -1.342 -0.866 4.988
N -0.527 -0.312 6.032
C 0.695 0.250 5.465
C -0.881 -0.238 7.360
O -2.025 -0.548 7.789
H -2.176 -1.400 5.441
H -0.727 -1.458 4.310
H -1.979 -0.115 4.520
H 1.243 0.861 6.183
H 1.207 -0.628 5.071
H 0.453 0.856 4.592
H -0.065 0.141 7.994
```

Summary:
ΔE to the lowest compared entry with this formula, charge and spin	262.2	kJ/mol
orbital gap	9.41	eV
2S+1	1
SMILES	CCOC(=O)OC.CCOC(=O)OC.CCOC(=O)OC.CN(C)C=O.CN(C)C=O.CN(C)C=O

=====

Record 3
This record from the OMol25 dataset describes 3 unconnected molecules or ions with the total composition C21H45O9P at a distorted geometry. The level of theory is the ωB97M-V functional and the def2-TZVPD basis.

```
76
Properties=species:S:1:pos:R:3
C -2.351 1.873 8.003
C -1.924 3.302 7.578
C -1.684 3.405 6.049
P 0.153 3.321 5.797
C 0.494 3.620 3.997
C -0.430 3.001 2.930
C -0.838 1.549 3.138
C 0.306 0.538 2.933
C 0.090 -0.377 1.719
C 0.726 -1.766 1.860
C 2.068 -1.829 2.595
C 3.180 -0.955 2.006
O 2.963 -0.655 0.621
C 3.360 0.671 0.327
C 0.575 1.523 6.189
O 1.801 1.088 5.631
O 2.752 2.117 5.866
H -2.182 1.157 7.206
H -3.391 1.862 8.311
H -1.767 1.539 8.858
H -2.700 3.990 7.894
H -0.997 3.515 8.102
H -2.214 2.573 5.592
H -2.062 4.354 5.686
H 0.409 4.701 3.899
H 1.537 3.402 3.793
H -1.328 3.596 2.793
H 0.098 3.034 1.974
H -1.601 1.331 2.394
H -1.307 1.367 4.101
H 0.330 -0.119 3.799
H 1.278 1.015 2.861
H 0.486 0.115 0.833
H -0.977 -0.491 1.547
H 0.026 -2.381 2.427
H 0.837 -2.260 0.901
H 2.400 -2.864 2.581
H 1.966 -1.557 3.642
H 4.135 -1.479 2.078
H 3.289 -0.030 2.566
H 2.690 1.401 0.792
H 3.314 0.833 -0.745
H 4.367 0.847 0.706
H -0.211 0.825 5.917
H 0.673 1.483 7.276
H 3.202 2.197 5.006
C -3.520 -2.492 -4.159
C -3.202 -1.031 -3.925
O -2.353 -0.840 -2.780
C -1.070 -1.142 -2.963
O -0.576 -1.535 -3.993
O -0.423 -0.942 -1.818
C 0.964 -1.305 -1.843
H -3.947 -2.938 -3.259
H -4.231 -2.597 -4.978
H -2.623 -3.054 -4.413
H -4.115 -0.482 -3.700
H -2.748 -0.573 -4.804
H 1.482 -0.809 -2.662
H 1.066 -2.386 -1.937
H 1.390 -0.986 -0.896
C -0.623 -0.702 -10.526
C 0.075 -2.042 -10.623
O 0.979 -2.256 -9.531
C 0.407 -2.582 -8.368
O -0.774 -2.731 -8.178
O 1.369 -2.721 -7.460
C 0.893 -2.997 -6.133
H 0.108 0.103 -10.442
H -1.237 -0.529 -11.411
H -1.267 -0.657 -9.649
H 0.691 -2.076 -11.520
H -0.639 -2.863 -10.681
H 0.241 -3.869 -6.130
H 0.369 -2.139 -5.716
H 1.771 -3.208 -5.527
```

Summary:
ΔE to the lowest compared entry with this formula, charge and spin	31.0	kJ/mol
orbital gap	8.54	eV
2S+1	1
SMILES	CCCP(CCCCCCCCOC)COO.CCOC(=O)OC.CCOC(=O)OC

=====

Record 4
This record from the OMol25 dataset describes a molecular structure, C21H46B3F5I2O9S. The level of theory is the ωB97M-V functional and the def2-TZVPD basis.

```
87
Properties=species:S:1:pos:R:3
C 3.804 -1.361 -3.114
C 3.515 -0.158 -2.202
I 4.742 -0.232 -0.441
C 2.036 -0.118 -1.882
I 1.410 1.467 -0.579
B 1.135 0.250 -3.103
O 1.605 1.015 -4.155
B 0.732 1.699 -4.969
O -0.612 1.349 -4.935
B -1.026 0.649 -3.854
S -2.803 1.048 -3.261
O -3.545 1.613 -4.348
O -2.623 1.731 -2.010
C -3.770 -0.533 -2.820
F -3.909 -0.587 -1.499
F -4.969 -0.406 -3.384
C -3.142 -1.853 -3.303
F -2.053 -2.146 -2.588
F -4.009 -2.858 -3.197
F -2.784 -1.720 -4.591
O -0.208 -0.152 -3.143
H 4.804 -1.751 -2.950
H 3.749 -1.047 -4.159
H 3.080 -2.159 -2.944
H 3.805 0.762 -2.703
H 1.709 -1.048 -1.419
H 1.112 2.571 -5.670
C -6.138 0.377 1.120
C -5.084 0.201 2.198
O -5.558 -0.433 3.376
C -6.064 -1.745 3.210
C -5.046 -2.738 2.676
H -7.010 0.901 1.515
H -5.723 0.960 0.297
H -6.473 -0.578 0.712
H -4.726 1.175 2.532
H -4.217 -0.336 1.796
H -6.957 -1.738 2.574
H -6.386 -2.045 4.208
H -4.751 -2.512 1.651
H -5.472 -3.742 2.683
H -4.149 -2.736 3.298
C 6.901 -0.769 -7.486
C 7.294 -1.961 -6.629
O 6.204 -2.584 -5.972
C 5.199 -3.122 -6.813
C 5.691 -4.210 -7.752
H 6.334 -0.047 -6.898
H 7.798 -0.278 -7.867
H 6.296 -1.061 -8.345
H 7.953 -1.637 -5.824
H 7.853 -2.690 -7.227
H 4.704 -2.326 -7.382
H 4.457 -3.533 -6.127
H 6.383 -3.824 -8.501
H 4.845 -4.650 -8.281
H 6.197 -4.997 -7.191
C 6.928 3.628 2.954
C 5.999 3.921 1.788
O 5.031 2.914 1.555
C 4.128 2.656 2.614
C 3.273 3.850 3.003
H 7.399 2.652 2.831
H 7.710 4.388 3.002
H 6.404 3.635 3.911
H 6.571 3.972 0.862
H 5.518 4.897 1.923
H 4.658 2.266 3.491
H 3.493 1.851 2.240
H 3.863 4.653 3.445
H 2.527 3.545 3.738
H 2.756 4.249 2.129
C -7.479 0.311 6.893
C -5.991 0.308 6.582
O -5.231 1.188 7.397
C -5.267 0.928 8.787
C -4.729 -0.439 9.177
H -7.876 1.326 6.841
H -8.005 -0.305 6.161
H -7.700 -0.091 7.883
H -5.828 0.646 5.561
H -5.592 -0.712 6.643
H -6.281 1.061 9.181
H -4.648 1.709 9.231
H -5.362 -1.248 8.812
H -4.684 -0.520 10.264
H -3.726 -0.582 8.775
```

Summary:
orbital gap	8.95	eV
2S+1	1

=====

Record 5
This record from the OMol25 dataset describes 2 unconnected molecules or ions with the total composition C21H46BN2O7S2 at a distorted geometry. The level of theory is the ωB97M-V functional and the def2-TZVPD basis.

```
79
Properties=species:S:1:pos:R:3
C -0.270 -2.491 2.784
C -1.297 -2.894 1.718
O -1.305 -1.915 0.671
B -1.988 -2.241 -0.474
O -1.727 -3.382 -1.177
C -3.090 -1.282 -1.124
C -4.524 -1.896 -1.103
S -4.882 -3.078 0.195
O -6.308 -3.145 0.283
O -4.255 -4.335 -0.086
C -2.790 -1.000 -2.629
C -1.321 -0.913 -2.988
O -0.539 0.038 -2.222
S -1.401 1.321 -1.719
O -0.388 2.286 -1.406
O -1.956 0.791 -0.298
C -3.227 0.107 -0.407
C -3.816 0.040 1.012
C -3.457 1.295 1.814
C -4.271 1.524 3.128
C -5.303 0.469 3.502
C -4.728 -0.873 4.054
N -3.315 -0.909 4.371
H 0.434 -3.300 2.929
H -0.786 -2.310 3.717
H 0.204 -1.566 2.477
H -2.262 -2.957 2.223
H -1.089 -3.897 1.355
H -1.856 -4.192 -0.659
H -4.772 -2.415 -2.021
H -5.253 -1.103 -0.989
H -4.440 -2.581 1.379
H -3.375 -0.168 -2.999
H -3.158 -1.865 -3.175
H -1.253 -0.616 -4.034
H -0.829 -1.872 -2.925
H -3.904 0.730 -0.996
H -4.887 -0.040 0.888
H -3.416 -0.804 1.553
H -3.506 2.172 1.180
H -2.415 1.199 2.099
H -3.563 1.608 3.942
H -4.773 2.483 3.063
H -6.004 0.258 2.702
H -5.905 0.900 4.298
H -5.250 -1.099 4.976
H -4.996 -1.683 3.382
H -3.088 -0.374 5.195
H -2.724 -0.660 3.592
C 7.903 2.644 -2.080
C 7.412 1.397 -1.349
C 6.245 0.664 -2.028
C 5.054 1.471 -2.528
N 4.007 1.950 -1.530
C 2.779 1.066 -1.573
C 3.134 -0.109 -0.681
C 3.985 0.509 0.441
C 4.376 1.899 -0.068
C 3.618 3.347 -1.899
H 7.106 3.371 -2.252
H 8.667 3.145 -1.488
H 8.347 2.387 -3.042
H 7.180 1.654 -0.315
H 8.241 0.691 -1.278
H 5.919 -0.169 -1.403
H 6.658 0.195 -2.926
H 4.508 0.865 -3.248
H 5.395 2.343 -3.081
H 1.952 1.641 -1.157
H 2.549 0.798 -2.599
H 3.714 -0.847 -1.236
H 2.245 -0.611 -0.306
H 4.853 -0.107 0.670
H 3.414 0.603 1.362
H 5.411 2.180 0.073
H 3.766 2.650 0.428
H 3.242 3.341 -2.919
H 4.500 3.979 -1.821
H 2.846 3.692 -1.218
```

Summary:
total charge	+1
orbital gap	9.03	eV
2S+1	1

=====

Record 6
This record from the OMol25 dataset describes 4 unconnected molecules or ions with the total composition C21H46N4O13P at a distorted geometry. The level of theory is the ωB97M-V functional and the def2-TZVPD basis.

```
85
Properties=species:S:1:pos:R:3
C 3.645 0.414 0.775
O 3.270 -0.926 0.472
C 2.231 -1.494 1.238
C 1.145 -2.086 0.315
C 0.840 -3.576 0.551
C -0.368 -3.879 1.438
N -1.526 -2.984 1.209
C -2.634 -3.235 2.225
C -3.031 -1.960 2.950
C -4.061 -1.042 2.253
C -3.568 0.380 2.114
O -2.488 0.420 1.129
C -2.522 1.526 0.320
C -2.408 1.220 -1.144
O -2.630 2.625 0.775
C -2.063 -3.053 -0.050
N -2.731 -1.975 -0.400
N -1.959 -4.159 -0.889
P -1.557 -4.053 -2.656
N -0.805 -2.504 -2.627
O -0.207 -4.927 -2.709
H 4.732 0.453 0.878
H 3.206 0.765 1.711
H 3.380 1.066 -0.060
H 2.658 -2.289 1.863
H 1.781 -0.736 1.886
H 0.241 -1.482 0.418
H 1.488 -1.958 -0.714
H 1.702 -4.016 1.065
H 0.757 -4.129 -0.383
H -0.660 -4.933 1.368
H -0.076 -3.709 2.479
H -3.496 -3.724 1.759
H -2.207 -3.949 2.930
H -2.117 -1.403 3.177
H -3.457 -2.258 3.913
H -4.371 -1.411 1.274
H -4.967 -0.994 2.863
H -3.166 0.718 3.071
H -4.354 1.072 1.809
H -2.441 2.154 -1.700
H -1.470 0.697 -1.359
H -3.245 0.583 -1.444
H -3.470 -1.993 -1.089
H -2.604 -1.118 0.146
H -2.836 -4.678 -0.850
H -1.500 -1.763 -2.650
H -0.301 -2.418 -3.509
H 0.570 -4.447 -2.387
C -10.231 0.366 -0.099
O -9.428 1.401 -0.679
C -8.198 1.488 -0.195
O -7.713 0.779 0.652
O -7.570 2.490 -0.812
C -6.245 2.710 -0.334
H -11.194 0.429 -0.596
H -9.783 -0.609 -0.277
H -10.352 0.530 0.969
H -5.644 1.810 -0.476
H -6.249 2.989 0.718
H -5.828 3.521 -0.922
C 4.361 6.037 2.640
O 5.288 6.166 1.559
C 5.483 5.051 0.863
O 4.957 3.987 1.064
O 6.365 5.303 -0.100
C 6.669 4.173 -0.926
H 4.310 7.017 3.104
H 3.378 5.750 2.269
H 4.712 5.301 3.360
H 5.776 3.815 -1.433
H 7.098 3.366 -0.335
H 7.392 4.531 -1.654
C 4.930 -1.041 -2.898
O 6.186 -0.632 -3.440
C 6.855 0.236 -2.681
O 6.476 0.691 -1.632
O 8.005 0.515 -3.284
C 8.838 1.442 -2.581
H 4.500 -1.725 -3.624
H 5.063 -1.549 -1.944
H 4.273 -0.183 -2.764
H 9.108 1.050 -1.603
H 8.332 2.399 -2.469
H 9.726 1.563 -3.192
```

Summary:
ΔE to the lowest compared entry with this formula, charge and spin	0.0	kJ/mol
total charge	+1
orbital gap	8.05	eV
2S+1	1

=====

- What is the 2S+1 in the fifth record?
  1